Below is 12 unconnected molecules or ions with the total composition H24O12, with properties calculated with wB97M-V/def2-TZVPD.

Output
* energy relative to the best compared isomer or geometry (same formula, charge and spin): 415.54 kJ/mol
* multiplicity: 1
* structure (SMILES): O.O.O.O.O.O.O.O.O.O.O.O
* Kohn-Sham gap: 10.00 eV
* HOMO: -0.3747 Ha

Last column: natural (NBO) charge in e.
Cartesian coordinates (Å):
O: 4.448 1.280 2.597  -0.937
O: 0.303 1.102 0.420  -0.924
O: -3.796 2.211 -1.551  -0.932
O: 2.861 -2.021 0.932  -0.975
O: 1.665 3.389 -2.191  -0.934
O: -0.778 2.328 4.758  -0.929
O: 3.007 -3.214 -0.819  -0.958
O: -1.372 1.112 -3.609  -0.925
O: -5.017 -1.144 -1.171  -0.919
O: -3.310 -3.303 -1.089  -0.917
O: 0.023 -3.879 1.004  -0.945
O: 1.821 2.831 2.065  -0.923
H: 3.122 -2.481 -1.433  0.485
H: -4.092 1.507 -0.963  0.465
H: 2.542 3.291 2.509  0.459
H: 3.154 -3.998 -1.360  0.478
H: 0.566 -3.567 1.737  0.481
H: 4.353 0.500 2.038  0.477
H: 1.070 0.579 0.160  0.462
H: -1.615 2.681 4.434  0.464
H: -3.025 -4.022 -0.515  0.469
H: -0.878 -3.828 1.342  0.464
H: 3.513 -2.716 0.788  0.487
H: 2.098 -2.304 0.415  0.482
H: -4.068 -1.105 -1.007  0.448
H: 2.264 2.257 1.430  0.462
H: -0.387 0.826 -0.193  0.463
H: -5.130 -0.677 -2.007  0.471
H: 1.763 3.465 -3.147  0.463
H: -0.883 1.372 4.686  0.465
H: -1.634 1.009 -4.531  0.465
H: -1.231 0.208 -3.303  0.460
H: -4.613 2.591 -1.891  0.466
H: 1.445 4.284 -1.907  0.471
H: -3.008 -2.507 -0.636  0.447
H: 4.820 1.946 2.008  0.461